No. 1
# C3ClF2N

An isolated molecule of C3ClF2N (ωB97M-V/def2-TZVPD, the Open Molecules 2025 dataset).

Results
LUMO in eV: 0.240
HOMO-LUMO gap in eV: 10.895
HOMO in eV: -10.655
Electronic energy in a.u.: -828.94626
Total charge: 0
M in g mol⁻¹: 123.49
Strongest force on any atom in Eh/bohr: 0.07026

XYZ file:
```
7
Properties=species:S:1:pos:R:3:forces:R:3
N -1.6403 -0.2268 1.6573 -0.8 -0.3 0.9
C -0.7640 0.1673 1.0447 0.6 0.3 -1.3
C 0.2696 0.5312 0.1207 0.1 0.3 1.8
Cl 1.2895 1.8839 0.5832 -0.4 -0.8 -0.5
C 0.5434 -0.3088 -0.8546 1.4 -0.1 -3.3
F 1.5803 -0.1125 -1.7093 -1.3 -0.2 1.4
F -0.1856 -1.3066 -1.3183 0.3 0.6 1.0
```
Positions in Å, forces in eV/Å.

Results of the natural (NBO) charge analysis, in e, for atoms 1 through 2:
1 N -0.25
2 C 0.23

No. 2
# C3ClF3O

An isolated molecule of C3ClF3O (ωB97M-V/def2-TZVPD, the Open Molecules 2025 dataset).

Results
LUMO in eV: -0.848
HOMO-LUMO gap in eV: 8.986
HOMO in eV: -9.834
Electronic energy in a.u.: -949.28859
Total charge: 0
M in g mol⁻¹: 144.48
Strongest force on any atom in Eh/bohr: 0.14443

XYZ file:
```
8
Properties=species:S:1:pos:R:3:forces:R:3
O 0.9858 -1.6729 0.1405 -0.1 1.0 -0.1
C 1.1810 -0.4934 0.2108 0.6 -1.2 0.5
F 2.4244 -0.0204 0.4651 -0.2 0.0 -0.2
C 0.2388 0.5768 0.1236 -7.2 -0.5 -1.6
Cl 0.5676 2.2781 0.0885 0.1 -0.7 0.2
C -1.2625 0.2126 -0.1654 4.9 2.5 0.3
F -2.1930 1.1319 -0.3247 1.2 -0.1 0.5
F -1.7945 -0.9098 -0.4579 0.7 -0.9 0.4
```
Positions in Å, forces in eV/Å.

Results of the natural (NBO) charge analysis, in e, for atoms 1 through 2:
1 O -0.53
2 C 0.79

No. 3
# C3H10B2Br2INO4P

The ion C3H10B2Br2INO4P with charge -1 (ωB97M-V/def2-TZVPD, the Open Molecules 2025 dataset).

Results
LUMO in eV: 2.556
HOMO-LUMO gap in eV: 7.460
HOMO in eV: -4.904
Electronic energy in a.u.: -6313.11423
Total charge: -1
M in g mol⁻¹: 463.43
Strongest force on any atom in Eh/bohr: 0.01432

XYZ file:
```
24
Properties=species:S:1:pos:R:3:forces:R:3
C -1.5520 -1.0842 1.7462 0.1 0.1 0.2
C -0.1998 -1.0440 1.0561 0.0 -0.3 0.0
Br 0.8916 -2.4479 1.9632 0.0 0.0 0.0
C -0.1151 -1.2052 -0.4709 0.1 0.2 0.1
Br -1.7065 -2.1606 -1.1568 -0.1 -0.1 0.0
B 0.2623 0.2046 -1.2319 -0.1 0.0 0.3
I 0.3405 -0.1051 -3.4678 0.0 -0.1 -0.1
B 1.8712 0.6975 -0.8387 0.1 -0.1 -0.1
N 2.8535 -0.0745 -0.0040 -0.1 0.2 0.2
O 2.3603 1.8726 -1.3486 -0.6 0.3 0.2
P -0.9798 1.6865 -0.9439 0.1 0.0 -0.5
O -0.8442 2.8904 -1.7726 0.0 0.1 0.1
O -2.5121 1.1465 -1.0797 -0.1 0.2 0.2
O -0.8689 2.1479 0.6343 0.0 0.0 0.0
H -2.2174 -0.3035 1.3687 -0.1 -0.1 -0.1
H -1.4136 -0.9056 2.8141 0.0 0.0 0.0
H -2.0281 -2.0536 1.6246 -0.1 0.1 -0.1
H 0.3225 -0.1301 1.3340 0.1 -0.1 0.0
H 0.6757 -1.9211 -0.6762 0.0 0.0 -0.2
H 2.4939 -0.3264 0.9106 0.0 -0.1 -0.1
H 3.0668 -0.9623 -0.4500 0.1 0.0 0.0
H 3.0074 2.2580 -0.7510 0.5 -0.3 -0.2
H -2.7209 0.3968 -0.5138 0.1 -0.3 -0.2
H -0.9873 1.4232 1.2541 0.0 0.0 0.0
```
Positions in Å, forces in eV/Å.

Results of the natural (NBO) charge analysis, in e, for atoms 1 through 2:
1 C -0.65
2 C -0.21

No. 4
# C3H10ClNOP

A cluster of 2 separate species, C3H10ClNOP in total (ωB97M-V/def2-TZVPD, the Open Molecules 2025 dataset).

Results
LUMO (alpha / beta) in eV: -4.773 / -4.774
HOMO-LUMO gap (alpha / beta) in eV: 7.826 / 7.814
HOMO (alpha / beta) in eV: -12.599 / -12.588
Electronic energy in a.u.: -1051.50464
Total charge: +1
M in g mol⁻¹: 142.55
Strongest force on any atom in Eh/bohr: 0.11024

XYZ file:
```
17
Properties=species:S:1:pos:R:3:forces:R:3
C -0.1975 1.2563 -1.5075 1.2 1.3 -3.1
C 0.4718 -0.9036 -1.1817 1.9 0.1 -1.1
C 0.8152 0.6495 0.6576 1.3 -5.3 1.6
N -0.0874 0.2729 -0.4436 5.0 -0.3 -2.4
O -1.5176 -1.1528 1.8645 -0.6 -0.7 0.7
P -0.0263 -1.1994 2.5263 0.4 2.1 -1.5
Cl -0.1456 0.1432 4.0305 0.0 -0.1 0.1
H -1.1464 1.3230 -1.9816 -1.3 -0.5 0.2
H -0.0314 2.2309 -1.0884 0.6 0.5 -0.2
H 0.4517 0.9550 -2.4616 -0.8 1.1 2.6
H 0.5362 -1.7859 -0.6583 0.7 -1.5 2.5
H -0.1610 -1.3088 -1.9115 -1.5 0.6 -1.5
H 1.4817 -0.7171 -1.7165 -1.7 0.2 1.4
H 0.8882 1.6196 0.9796 -0.7 2.4 0.6
H 1.8403 0.1739 0.6174 -1.4 0.6 -0.5
H -0.9436 0.0933 -0.0900 -3.8 -1.1 1.6
H -2.2284 -1.6499 2.3649 1.0 0.7 -0.7
```
Positions in Å, forces in eV/Å.

Results of the natural (NBO) charge analysis, in e, for atoms 1 through 2:
1 C -0.44
2 C -0.43

No. 5
# C3H10N

A cluster of 2 separate species, C3H10N in total (ωB97M-V/def2-TZVPD, the Open Molecules 2025 dataset).

Results
LUMO in eV: -5.913
HOMO-LUMO gap in eV: 9.296
HOMO in eV: -15.209
Electronic energy in a.u.: -174.75607
Total charge: +1
M in g mol⁻¹: 60.12
Strongest force on any atom in Eh/bohr: 0.01536

XYZ file:
```
14
Properties=species:S:1:pos:R:3:forces:R:3
C 1.8209 0.3262 -0.3435 0.8 -0.1 -0.2
N 3.0339 0.6607 -0.5562 -0.6 0.3 0.2
H 1.6288 -0.5965 0.1889 -0.2 0.1 0.0
H 1.0434 0.9725 -0.7262 -0.2 -0.2 0.1
H 3.2100 1.5361 -1.0420 0.4 -0.1 0.0
H 3.8112 0.1327 -0.1722 0.1 0.0 -0.2
C -2.3572 -0.8230 0.6006 0.1 -0.6 0.3
C -1.2768 0.0839 0.0289 -0.3 0.1 0.2
H -2.6018 -0.5510 1.6274 -0.1 0.2 -0.1
H -2.0160 -1.8595 0.6618 0.1 0.0 -0.1
H -3.2752 -0.8383 0.0175 0.0 0.2 -0.1
H -0.4753 0.1986 0.7630 0.0 0.0 0.1
H -0.8567 -0.3203 -0.8956 -0.1 0.1 -0.1
H -1.6894 1.0779 -0.1524 0.1 0.0 -0.2
```
Positions in Å, forces in eV/Å.

Results of the natural (NBO) charge analysis, in e, for atoms 1 through 2:
1 C 0.17
2 N -0.57

No. 6
# C3H10N10

A structure of composition C3H10N10 (ωB97M-V/def2-TZVPD, the Open Molecules 2025 dataset).

Results
LUMO (alpha / beta) in eV: -8.877 / -10.734
HOMO-LUMO gap (alpha / beta) in eV: 7.382 / 7.882
HOMO (alpha / beta) in eV: -16.259 / -18.617
Electronic energy in a.u.: -666.87596
Total charge: +2
M in g mol⁻¹: 186.18
Strongest force on any atom in Eh/bohr: 0.07800
Multiplicity: 3

XYZ file:
```
23
Properties=species:S:1:pos:R:3:forces:R:3
C -1.7723 2.2516 2.3601 1.5 -0.1 -0.7
C -0.6296 -0.6427 -2.5449 0.5 0.1 -0.5
C 0.1870 -0.2011 0.6372 -0.5 -0.6 1.5
N -2.4464 3.0317 2.8757 -1.1 1.0 0.8
N 0.0793 -0.7188 -3.4438 0.5 0.0 -0.5
N -0.8710 1.5594 1.7324 -1.2 1.4 1.4
N -0.9445 0.3860 1.3481 0.9 -2.0 -1.8
N 1.3631 1.7712 0.3814 0.6 0.7 0.5
N -1.3771 -0.6569 -1.4626 0.8 -1.5 3.5
N 0.8648 0.7492 -0.2263 0.0 -0.1 -1.3
N -0.3273 -1.2919 -0.1709 -1.4 1.1 -3.6
N 2.1158 -0.1340 -1.1449 -0.3 -0.2 0.3
N -1.2579 -2.1324 0.5013 -0.6 -0.3 0.6
H 0.8498 -0.6505 1.4067 0.1 0.0 -0.3
H 1.8870 1.7191 1.2570 0.0 -0.2 -0.2
H 1.4964 2.6088 -0.1760 -0.2 -0.1 0.1
H -1.7536 0.2439 -1.1758 0.1 0.2 0.2
H 2.6060 -0.8823 -0.6479 0.0 0.0 0.0
H 2.7944 0.5706 -1.4492 -0.2 0.0 0.2
H 1.6493 -0.5080 -1.9836 0.0 0.0 0.1
H -0.7883 -2.9762 0.8894 -0.1 0.5 -0.1
H -1.9384 -2.4649 -0.2185 0.4 0.2 0.3
H -1.7867 -1.6320 1.2551 0.2 -0.2 -0.4
```
Positions in Å, forces in eV/Å.

Results of the natural (NBO) charge analysis, in e, for atoms 1 through 2:
1 C 0.31
2 C 0.36

No. 7
# C3H10N2

The ion C3H10N2 with charge -1 (ωB97M-V/def2-TZVPD, the Open Molecules 2025 dataset).

Results
LUMO (alpha / beta) in eV: 4.494 / 4.461
HOMO-LUMO gap (alpha / beta) in eV: 3.043 / 9.524
HOMO (alpha / beta) in eV: 1.450 / -5.063
Electronic energy in a.u.: -229.69197
Total charge: -1
M in g mol⁻¹: 74.13
Strongest force on any atom in Eh/bohr: 0.05208
Multiplicity: 2

XYZ file:
```
15
Properties=species:S:1:pos:R:3:forces:R:3
N -1.8377 -1.5599 1.1371 1.0 -0.3 -0.7
C -0.4446 -0.9568 1.0115 -0.4 2.3 -1.3
C -0.2114 0.0725 -0.2581 -2.4 -0.4 -0.7
C 1.1426 0.7634 -0.2503 0.9 0.6 0.5
N 1.4431 1.6616 -1.4197 -0.4 0.5 -1.1
H -1.8111 -2.1579 0.3284 -0.2 -1.0 -0.3
H -2.7017 -1.0430 0.8936 1.3 0.9 0.5
H -0.2424 -0.3069 1.9351 0.0 -1.2 -1.2
H 0.3042 -1.7658 0.8250 -0.8 0.4 0.8
H -1.1871 0.7793 -0.1748 2.5 -0.9 -0.2
H -0.2691 -0.2872 -1.3590 -0.5 -0.5 1.9
H 1.2250 1.2164 0.7649 0.0 1.0 -0.9
H 2.0660 0.1250 -0.1427 -1.2 -0.2 -0.7
H 0.6583 2.2558 -1.8016 0.7 -1.1 1.2
H 1.8005 1.1978 -2.3089 -0.6 0.0 2.0
```
Positions in Å, forces in eV/Å.

Results of the natural (NBO) charge analysis, in e, for atoms 1 through 2:
1 N -0.90
2 C -0.29

No. 8
# C3H10N2

A cluster of 2 separate species, C3H10N2 in total (ωB97M-V/def2-TZVPD, the Open Molecules 2025 dataset).

Results
LUMO in eV: 1.060
HOMO-LUMO gap in eV: 10.230
HOMO in eV: -9.170
Electronic energy in a.u.: -229.75715
Total charge: 0
M in g mol⁻¹: 74.13
Strongest force on any atom in Eh/bohr: 0.02193

XYZ file:
```
15
Properties=species:S:1:pos:R:3:forces:R:3
C 1.4339 -1.1746 -0.4811 -0.7 -0.7 0.5
N 1.4811 0.0117 -0.8759 0.9 0.2 -0.4
C 1.8604 1.0327 0.0792 -0.6 0.3 0.2
H 1.3648 -2.0130 -1.1693 -0.2 0.2 -0.3
H 1.3597 -1.4827 0.5704 0.5 0.3 0.2
H 2.9311 1.1951 -0.0380 0.0 0.0 0.1
H 1.6277 0.7956 1.1262 0.1 -0.2 0.0
H 1.3667 1.9723 -0.1586 0.0 0.0 -0.1
C -1.9608 0.4384 0.9836 -0.6 -0.7 -0.4
N -2.3912 -0.3881 -0.1529 0.4 0.2 -0.4
H -1.4731 -0.1727 1.7439 0.2 0.3 0.3
H -2.8634 0.8904 1.3964 0.2 0.2 0.2
H -1.2911 1.2195 0.6251 0.0 0.0 0.1
H -1.5725 -0.7295 -0.6436 -0.1 0.0 -0.1
H -2.9107 -1.2067 0.1339 0.0 0.1 0.2
```
Positions in Å, forces in eV/Å.

Results of the natural (NBO) charge analysis, in e, for atoms 1 through 2:
1 C -0.06
2 N -0.38

Question: The lowest strongest force on any atom belongs to which entry?
Answer: C3H10B2Br2INO4P